{
  "formula": "C16H42BBrNO15S2",
  "method": "ωB97M-V/def2-TZVPD",
  "homo_lumo_gap_ha": 0.3078,
  "total_charge": -1,
  "spin_multiplicity": 1,
  "energy_ev": -141861.0496,
  "fmax_ev_per_a": 7.94,
  "lumo_energy_ev": 2.07,
  "elements": ["O", "S", "O", "Br", "N", "S", "O", "O", "O", "B", "O", "O", "H", "H", "C", "O", "C", "C", "O", "C", "H", "H", "H", "H", "H", "H", "H", "H", "H", "H", "C", "O", "C", "C", "O", "C", "H", "H", "H", "H", "H", "H", "H", "H", "H", "H", "C", "O", "C", "C", "O", "C", "H", "H", "H", "H", "H", "H", "H", "H", "H", "H", "C", "O", "C", "C", "O", "C", "H", "H", "H", "H", "H", "H", "H", "H", "H", "H"],
  "coordinates": [[-4.718390, 1.285820, -1.551499], [-3.440799, 0.401275, -1.648534], [-3.424205, -0.339646, -3.042045], [-3.569016, -1.286198, -0.123246], [-1.955236, 1.293760, -1.430506], [-2.175756, 2.726033, -0.454876], [-3.166216, 2.571095, 0.724449], [-2.733277, 3.882700, -1.371104], [-0.635518, 3.250703, 0.070177], [0.048172, 2.231066, 0.892367], [-0.593280, 1.478226, 2.024657], [1.496704, 1.992230, 0.568216], [-0.968125, 2.223021, 2.603574], [1.659625, 1.004856, 0.429894], [-9.687120, -3.355892, -0.508953], [-9.324350, -4.499415, -1.274205], [-8.382466, -4.187027, -2.303384], [-6.965029, -4.610520, -1.904624], [-6.475899, -3.822637, -0.814856], [-6.537864, -4.519384, 0.424190], [-10.223381, -3.693069, 0.381258], [-8.809408, -2.785746, -0.189189], [-10.350027, -2.712653, -1.095531], [-8.417559, -3.118981, -2.556859], [-8.680296, -4.751447, -3.192587], [-6.294302, -4.433945, -2.751889], [-6.927858, -5.679694, -1.663566], [-5.755135, -5.281621, 0.459470], [-7.515436, -4.985023, 0.580578], [-6.364079, -3.800876, 1.230517], [-0.666481, 1.126177, 6.957770], [-0.703260, 0.693106, 5.602796], [0.345476, -0.230021, 5.299590], [-0.177112, -1.669811, 5.262263], [-0.582335, -2.108057, 6.562777], [-1.996032, -2.086180, 6.722509], [-1.603308, 1.642659, 7.179904], [-0.562018, 0.285356, 7.650447], [0.162573, 1.825828, 7.100705], [1.174625, -0.130563, 6.012908], [0.725483, 0.031247, 4.306973], [0.635523, -2.330189, 4.942206], [-0.996790, -1.771436, 4.540860], [-2.443977, -2.913721, 6.166238], [-2.428523, -1.138418, 6.388406], [-2.222954, -2.214424, 7.784901], [3.350784, 3.691543, -0.798877], [4.109411, 3.206510, -1.900733], [3.982477, 4.039692, -3.055565], [5.213521, 4.934766, -3.231238], [5.303452, 5.904201, -2.182568], [6.271342, 5.548997, -1.201982], [3.660027, 3.149098, 0.097708], [3.515682, 4.760338, -0.631012], [2.286342, 3.506164, -0.971709], [3.063444, 4.639144, -3.008247], [3.904384, 3.376202, -3.922535], [5.113525, 5.489176, -4.170143], [6.129729, 4.335075, -3.290875], [7.276906, 5.703393, -1.601878], [6.157942, 4.510869, -0.875860], [6.135274, 6.200932, -0.334177], [4.569643, -2.163538, -1.639728], [4.283776, -0.887922, -2.201814], [5.431654, -0.036015, -2.225787], [6.045727, 0.027223, -3.628071], [6.611414, -1.232395, -4.003519], [5.775385, -1.952081, -4.902205], [3.729251, -2.829110, -1.850676], [5.475454, -2.602946, -2.068821], [4.682552, -2.073567, -0.555094], [6.175312, -0.358110, -1.484552], [5.092900, 0.966297, -1.945480], [6.864091, 0.754641, -3.620614], [5.306160, 0.360784, -4.365907], [5.818463, -1.494771, -5.894136], [4.738539, -1.985735, -4.554726], [6.150069, -2.977417, -4.972327]],
  "atomic_forces_ev_per_a": [[4.5, -3.3, 0.5], [-3.0, 2.8, -5.1], [0.9, 2.3, 5.4], [0.1, 0.5, -0.2], [-1.5, 0.2, 1.5], [-7.1, 3.3, -1.2], [4.3, -0.1, -3.0], [3.3, -4.0, 3.1], [-0.4, -3.3, 0.9], [1.0, -1.2, 0.5], [1.5, 3.9, -1.8], [-3.6, -1.5, 0.4], [0.1, -1.8, -1.2], [-0.4, 1.9, 0.6], [0.0, -0.1, 0.0], [0.2, 0.4, 0.0], [0.1, -0.5, 0.2], [0.0, 0.7, 0.0], [-0.4, -0.6, 0.1], [0.1, 0.3, -0.1], [0.0, -0.1, -0.1], [-0.1, 0.0, -0.1], [0.0, 0.1, 0.0], [0.1, -0.1, 0.1], [0.0, 0.0, 0.0], [0.0, 0.0, 0.0], [-0.1, 0.1, 0.0], [0.0, -0.1, 0.1], [0.0, 0.0, 0.0], [0.0, 0.0, -0.2], [-0.1, 0.0, -0.2], [0.3, -0.2, 0.4], [-0.5, -0.1, -0.4], [0.4, 0.2, 0.4], [-0.3, 0.2, -0.2], [0.2, 0.0, 0.1], [0.1, 0.0, -0.2], [0.0, 0.0, -0.1], [0.0, 0.0, 0.1], [-0.2, -0.1, 0.0], [0.0, 0.0, 0.0], [0.0, 0.0, 0.0], [0.1, 0.1, 0.1], [-0.1, 0.0, 0.0], [0.0, -0.1, 0.0], [0.1, 0.0, -0.1], [-0.1, 0.1, 0.1], [0.1, 0.5, -0.3], [0.5, -0.3, 0.2], [-0.6, 0.3, 0.2], [0.3, -0.5, 0.0], [-0.2, 0.2, 0.0], [-0.1, 0.0, -0.2], [0.1, 0.0, -0.1], [0.2, 0.1, 0.1], [0.2, 0.0, 0.0], [0.0, 0.0, 0.0], [0.0, 0.0, 0.0], [-0.1, 0.0, 0.1], [0.1, -0.1, 0.0], [0.0, 0.0, -0.1], [0.0, 0.0, -0.2], [-0.2, 0.1, -0.1], [0.5, -0.3, 0.1], [-0.4, 0.2, -0.4], [0.3, -0.3, 0.5], [-0.4, 0.1, -0.1], [0.2, -0.1, 0.2], [0.0, 0.2, 0.0], [0.0, 0.1, 0.0], [0.1, -0.1, 0.0], [0.0, -0.1, -0.2], [0.0, 0.0, -0.1], [0.0, 0.0, 0.0], [0.0, -0.1, 0.1], [-0.1, 0.0, -0.1], [0.1, 0.1, 0.0], [0.1, 0.2, 0.0]]
}